Record 1
Molecular formula: C51H57LiN3O2P
Method: DFT, ωB97M-V/def2-TZVPD

Results
- HOMO energy: -0.4822 eV
- LUMO level: 4.07 eV
- Molar mass: 782.0 g/mol
- Orbital gap: 4.5557 eV
- Total charge: -2

Structure (XYZ):
```
115
C51H57LiN3O2P (ωB97M-V/def2-TZVPD)
Li 0.361 -0.069 -0.623
C 4.606 -2.624 -0.711
C 4.431 -1.269 -0.021
C 5.528 -1.047 1.030
C 4.423 -0.109 -1.001
C 5.476 -0.015 -1.898
C 5.554 1.013 -2.817
C 4.578 1.990 -2.791
C 3.517 1.965 -1.892
C 2.605 3.179 -1.950
C 2.395 3.833 -0.581
C 1.279 2.866 -2.640
C 3.384 0.862 -1.005
N 2.263 0.610 -0.192
C 2.404 0.694 1.123
O 3.310 1.268 1.758
C 1.341 -0.035 1.920
C 1.553 -0.203 3.284
C 0.644 -0.952 4.011
C -0.426 -1.526 3.348
C -0.550 -1.346 1.972
N 0.309 -0.592 1.284
C -1.629 -2.144 1.255
O -2.455 -2.763 1.967
N -1.498 -2.136 -0.048
C -2.256 -2.965 -0.859
C -1.592 -3.967 -1.608
C -2.301 -4.747 -2.506
C -3.660 -4.555 -2.708
C -4.313 -3.577 -1.980
C -3.640 -2.791 -1.053
C -4.392 -1.711 -0.302
C -4.959 -0.680 -1.284
C -5.481 -2.303 0.595
C -0.110 -4.202 -1.398
C 0.099 -5.477 -0.572
C 0.658 -4.265 -2.720
H 4.515 -3.430 0.022
H 5.587 -2.709 -1.184
H 3.840 -2.764 -1.476
H 3.472 -1.295 0.493
H 6.499 -0.916 0.543
H 5.591 -1.900 1.713
H 5.297 -0.147 1.598
H 6.259 -0.767 -1.883
H 6.370 1.062 -3.528
H 4.648 2.824 -3.483
H 3.122 3.918 -2.573
H 2.030 3.111 0.140
H 1.665 4.644 -0.658
H 3.331 4.245 -0.196
H 0.682 2.198 -2.027
H 1.434 2.365 -3.596
H 0.714 3.784 -2.813
H 2.433 0.245 3.724
H 0.781 -1.104 5.076
H -1.166 -2.131 3.849
H -1.786 -5.517 -3.071
H -4.200 -5.157 -3.431
H -5.375 -3.419 -2.142
H -3.680 -1.209 0.351
H -5.758 -1.116 -1.889
H -4.172 -0.347 -1.963
H -5.356 0.194 -0.759
H -6.156 -2.954 0.033
H -6.071 -1.506 1.057
H -5.009 -2.893 1.382
H 0.262 -3.353 -0.826
H -0.301 -6.342 -1.109
H -0.426 -5.395 0.382
H 1.162 -5.649 -0.374
H 0.458 -5.198 -3.256
H 1.735 -4.210 -2.536
H 0.372 -3.428 -3.360
C -0.467 -0.700 -2.808
C -0.252 -0.407 -4.159
C 1.054 -0.324 -4.737
C 1.248 -0.087 -6.079
C 0.170 0.101 -6.949
C -1.118 0.055 -6.411
C -1.329 -0.181 -5.071
H 0.353 -1.169 -2.265
H -1.459 -1.014 -2.506
H 1.907 -0.454 -4.076
H 2.261 -0.051 -6.471
H 0.331 0.291 -8.004
H -1.970 0.192 -7.072
H -2.345 -0.230 -4.685
C -2.446 1.127 0.336
P -1.311 2.569 0.160
C -1.977 3.531 1.582
C -1.253 3.421 2.771
C -1.714 3.995 3.945
C -2.910 4.702 3.946
C -3.626 4.836 2.764
C -3.170 4.253 1.592
C -2.063 3.422 -1.272
C -1.951 4.806 -1.413
C -2.333 5.430 -2.590
C -2.829 4.679 -3.648
C -2.930 3.301 -3.525
C -2.539 2.676 -2.350
H -2.178 0.360 -0.394
H -3.491 1.421 0.226
H -2.287 0.708 1.330
H -0.319 2.867 2.761
H -1.146 3.887 4.860
H -3.281 5.143 4.863
H -4.557 5.392 2.762
H -3.743 4.355 0.679
H -1.548 5.394 -0.596
H -2.224 6.504 -2.688
H -3.109 5.166 -4.574
H -3.289 2.705 -4.353
H -2.564 1.594 -2.293
```

=====

Record 2
Molecular formula: C6H3BrN4
Method: DFT, ωB97M-V/def2-TZVPD

Results
- HOMO energy: -11.0585 eV
- LUMO level: -0.88 eV
- Molar mass: 211.0 g/mol
- Structure (SMILES): [H]/N=C(/C(C#N)C#N)[C@H](Br)C#N
- Orbital gap: 10.1774 eV

Structure (XYZ):
```
14
C6H3BrN4 (ωB97M-V/def2-TZVPD)
H 0.489 -2.188 1.186
N 0.736 -1.212 1.036
C 0.124 -0.380 0.347
C 0.862 0.957 0.250
C 0.939 1.290 -1.168
N 1.064 1.437 -2.302
C 2.137 0.964 0.771
N 3.151 1.010 1.254
C -1.281 -0.495 -0.524
Br -2.233 1.294 -0.507
C -2.182 -1.411 0.008
N -2.989 -2.155 0.334
H 0.228 1.602 0.918
H -1.045 -0.712 -1.605
```

=====

Record 3
Molecular formula: C15H35AgFN5O5
Method: DFT, ωB97M-V/def2-TZVPD

Results
- HOMO energy: -7.5392 eV
- LUMO level: 0.52 eV
- Molar mass: 492.3 g/mol
- Orbital gap: 8.0582 eV

Structure (XYZ):
```
62
C15H35AgFN5O5 (ωB97M-V/def2-TZVPD)
Ag 0.698 -0.112 -0.285
F 1.908 1.703 0.392
C -0.740 1.731 -2.368
O -1.192 0.801 -1.708
N -1.413 2.834 -2.722
C -0.826 3.867 -3.547
C -2.775 3.103 -2.269
H 0.269 1.807 -2.805
H -0.708 4.808 -3.002
H -1.462 4.031 -4.417
H 0.189 3.625 -3.862
H -2.792 3.905 -1.535
H -3.431 3.359 -3.100
H -3.112 2.178 -1.806
C 2.776 -1.528 -2.651
O 1.650 -1.117 -2.416
N 3.084 -2.829 -2.611
C 4.398 -3.323 -3.043
C 2.227 -3.820 -2.030
H 3.608 -0.852 -2.872
H 4.845 -2.545 -3.654
H 4.278 -4.226 -3.644
H 4.931 -3.632 -2.140
H 1.261 -3.433 -1.707
H 1.952 -4.616 -2.730
H 2.693 -4.296 -1.163
C 1.621 -0.012 2.900
O 0.776 -0.526 2.199
N 1.442 0.343 4.200
C 2.260 1.374 4.796
C 0.187 0.061 4.864
H 2.662 0.221 2.630
H 3.104 1.687 4.185
H 2.658 1.010 5.751
H 1.677 2.267 5.041
H 0.345 0.100 5.947
H -0.564 0.842 4.714
H -0.165 -0.933 4.610
C 0.179 2.843 3.248
O 0.484 3.285 4.341
N -1.041 3.018 2.687
C -1.425 2.412 1.422
C -2.080 3.755 3.365
H 0.825 2.217 2.616
H -1.558 3.228 0.717
H -2.344 1.834 1.530
H -0.646 1.744 1.085
H -2.841 3.071 3.752
H -1.735 4.401 4.166
H -2.546 4.414 2.622
C -1.385 -2.289 -1.498
O -0.819 -1.900 -0.493
N -2.037 -3.463 -1.574
C -2.461 -3.987 -2.854
C -1.981 -4.402 -0.459
H -1.379 -1.698 -2.422
H -3.102 -4.860 -2.921
H -1.546 -4.232 -3.415
H -2.911 -3.234 -3.506
H -1.566 -4.015 0.464
H -3.008 -4.720 -0.268
H -1.393 -5.278 -0.748
```

=====

Record 4
Molecular formula: C15H41Br2N9O19
Method: DFT, ωB97M-V/def2-TZVPD

Results
- HOMO energy (spin up / spin down): -0.8797 / -4.5368 eV
- Spin multiplicity: 2
- LUMO level (spin up / spin down): 1.53 / 1.53 eV
- Molar mass: 811.3 g/mol
- Orbital gap (spin up / spin down): 2.4070 / 6.0639 eV
- <S²>: 0.7532
- Total charge: -1

Structure (XYZ):
```
86
C15H41Br2N9O19 (ωB97M-V/def2-TZVPD)
C 3.145 7.920 -7.571
N 1.946 8.113 -8.362
O 1.531 9.252 -8.523
O 1.487 7.127 -8.927
H 3.749 7.223 -8.152
H 2.874 7.454 -6.624
H 3.672 8.867 -7.454
C 1.408 9.159 -13.118
N 2.745 9.774 -13.407
O 3.468 9.182 -14.224
O 3.019 10.821 -12.774
H 1.067 9.624 -12.194
H 1.580 8.096 -12.948
H 0.741 9.511 -13.905
C -3.087 12.493 -11.436
N -3.015 11.371 -10.435
O -1.909 10.913 -10.231
O -4.054 10.919 -9.871
H -2.359 13.285 -11.256
H -4.086 12.919 -11.341
H -2.971 12.111 -12.450
C 6.859 15.077 -9.639
N 5.903 14.645 -10.737
O 6.377 14.582 -11.890
O 4.762 14.493 -10.513
H 7.579 15.755 -10.098
H 7.446 14.188 -9.408
H 6.341 15.446 -8.754
C -0.026 14.238 -5.663
N 0.011 15.316 -6.725
O 1.118 15.627 -7.137
O -1.042 15.808 -7.047
H 0.804 13.540 -5.776
H -1.043 13.847 -5.630
H 0.077 14.790 -4.729
C -2.668 17.525 -8.837
N -1.758 16.735 -9.800
O -0.864 17.382 -10.361
O -2.165 15.644 -10.070
H -2.066 18.364 -8.489
H -3.118 16.881 -8.081
H -3.466 17.844 -9.509
C 5.108 14.009 -6.155
N 4.485 14.892 -5.198
O 3.387 14.622 -4.802
O 5.226 15.682 -4.591
H 5.046 14.556 -7.096
H 4.495 13.113 -6.253
H 6.172 13.814 -6.021
C 2.507 10.953 -4.681
N 2.804 9.580 -4.145
O 2.036 8.685 -4.390
O 3.825 9.448 -3.481
H 3.112 11.714 -4.186
H 1.487 11.104 -4.329
H 2.563 10.962 -5.769
C 3.624 16.455 -12.921
N 2.594 16.632 -13.996
O 1.508 16.061 -13.851
O 2.822 17.400 -14.930
H 3.179 15.969 -12.052
H 4.012 17.458 -12.746
H 4.417 15.766 -13.213
Br 0.346 13.197 -12.282
C 1.181 13.578 -10.500
C 1.431 12.261 -9.737
Br 2.231 12.663 -7.910
H 0.459 14.233 -10.011
H 1.954 14.339 -10.608
H 2.119 11.532 -10.166
H 0.510 11.681 -9.672
C 4.950 10.324 -10.192
C 6.148 10.204 -11.191
O 7.229 11.017 -10.734
C 8.248 11.212 -11.712
C 9.534 11.871 -11.152
H 4.245 9.562 -10.523
H 5.166 10.062 -9.156
H 4.494 11.308 -10.308
H 6.492 9.169 -11.198
H 5.727 10.464 -12.162
H 8.606 10.300 -12.190
H 7.801 11.801 -12.513
H 10.259 12.125 -11.926
H 9.999 11.112 -10.522
H 9.349 12.810 -10.632
```

=====

What is the formula in the first record?
C51H57LiN3O2P

=====

Copy entry 4 word for word.
Molecular formula: C15H41Br2N9O19
Method: DFT, ωB97M-V/def2-TZVPD

Results
- HOMO energy (spin up / spin down): -0.8797 / -4.5368 eV
- Spin multiplicity: 2
- LUMO level (spin up / spin down): 1.53 / 1.53 eV
- Molar mass: 811.3 g/mol
- Orbital gap (spin up / spin down): 2.4070 / 6.0639 eV
- <S²>: 0.7532
- Total charge: -1

Structure (XYZ):
```
86
C15H41Br2N9O19 (ωB97M-V/def2-TZVPD)
C 3.145 7.920 -7.571
N 1.946 8.113 -8.362
O 1.531 9.252 -8.523
O 1.487 7.127 -8.927
H 3.749 7.223 -8.152
H 2.874 7.454 -6.624
H 3.672 8.867 -7.454
C 1.408 9.159 -13.118
N 2.745 9.774 -13.407
O 3.468 9.182 -14.224
O 3.019 10.821 -12.774
H 1.067 9.624 -12.194
H 1.580 8.096 -12.948
H 0.741 9.511 -13.905
C -3.087 12.493 -11.436
N -3.015 11.371 -10.435
O -1.909 10.913 -10.231
O -4.054 10.919 -9.871
H -2.359 13.285 -11.256
H -4.086 12.919 -11.341
H -2.971 12.111 -12.450
C 6.859 15.077 -9.639
N 5.903 14.645 -10.737
O 6.377 14.582 -11.890
O 4.762 14.493 -10.513
H 7.579 15.755 -10.098
H 7.446 14.188 -9.408
H 6.341 15.446 -8.754
C -0.026 14.238 -5.663
N 0.011 15.316 -6.725
O 1.118 15.627 -7.137
O -1.042 15.808 -7.047
H 0.804 13.540 -5.776
H -1.043 13.847 -5.630
H 0.077 14.790 -4.729
C -2.668 17.525 -8.837
N -1.758 16.735 -9.800
O -0.864 17.382 -10.361
O -2.165 15.644 -10.070
H -2.066 18.364 -8.489
H -3.118 16.881 -8.081
H -3.466 17.844 -9.509
C 5.108 14.009 -6.155
N 4.485 14.892 -5.198
O 3.387 14.622 -4.802
O 5.226 15.682 -4.591
H 5.046 14.556 -7.096
H 4.495 13.113 -6.253
H 6.172 13.814 -6.021
C 2.507 10.953 -4.681
N 2.804 9.580 -4.145
O 2.036 8.685 -4.390
O 3.825 9.448 -3.481
H 3.112 11.714 -4.186
H 1.487 11.104 -4.329
H 2.563 10.962 -5.769
C 3.624 16.455 -12.921
N 2.594 16.632 -13.996
O 1.508 16.061 -13.851
O 2.822 17.400 -14.930
H 3.179 15.969 -12.052
H 4.012 17.458 -12.746
H 4.417 15.766 -13.213
Br 0.346 13.197 -12.282
C 1.181 13.578 -10.500
C 1.431 12.261 -9.737
Br 2.231 12.663 -7.910
H 0.459 14.233 -10.011
H 1.954 14.339 -10.608
H 2.119 11.532 -10.166
H 0.510 11.681 -9.672
C 4.950 10.324 -10.192
C 6.148 10.204 -11.191
O 7.229 11.017 -10.734
C 8.248 11.212 -11.712
C 9.534 11.871 -11.152
H 4.245 9.562 -10.523
H 5.166 10.062 -9.156
H 4.494 11.308 -10.308
H 6.492 9.169 -11.198
H 5.727 10.464 -12.162
H 8.606 10.300 -12.190
H 7.801 11.801 -12.513
H 10.259 12.125 -11.926
H 9.999 11.112 -10.522
H 9.349 12.810 -10.632
```

=====

Among the records above, which one has the lowest molar mass?
C6H3BrN4